Density functional theory data (ωB97M-V/def2-TZVPD) for a structure of composition C47H44N9O5SSn.

Results
Charge: +1
Kohn-Sham gap: 6.572 eV
HOMO energy: -9.3078 eV

Geometry as XYZ:
```
107
Properties=species:S:1:pos:R:3:forces:R:3:lowdin_charge:R:1
Sn 0.397 0.103 -0.096 0.8 -0.6 -0.6 1.278
C -2.543 -3.407 -0.394 0.0 -0.1 0.1 -0.014
C -1.786 -2.279 -0.725 0.1 0.1 -0.1 -0.112
N -0.596 -2.057 -0.219 -0.2 0.7 0.1 0.003
C -0.035 -2.937 0.629 -0.1 -0.4 0.3 -0.176
C -0.742 -4.084 1.053 0.0 0.1 -0.1 -0.157
C -2.032 -4.290 0.518 0.0 0.1 -0.1 0.019
C -0.128 -4.995 1.938 0.1 -0.1 0.1 -0.049
C 1.193 -4.815 2.244 -0.2 -0.1 0.0 -0.070
C 1.920 -3.709 1.771 0.1 0.2 -0.1 -0.012
C 1.315 -2.687 1.049 0.2 -0.2 0.1 -0.216
N 1.859 -1.519 0.592 -0.8 0.8 -0.3 -0.029
C 3.093 -1.013 0.903 0.3 -0.2 0.3 -0.232
C 3.988 -1.429 1.880 -0.3 0.0 -0.1 -0.008
C 5.313 -0.966 1.908 0.2 0.2 -0.1 -0.061
C 5.778 -0.051 1.004 0.0 -0.1 0.2 -0.038
C 4.857 0.546 0.119 -0.2 0.0 -0.1 -0.146
C 5.194 1.585 -0.772 -0.1 0.0 0.0 0.017
C 4.222 2.191 -1.524 0.1 0.1 0.0 -0.032
C 2.898 1.775 -1.365 -0.2 -0.1 0.0 -0.113
N 2.572 0.762 -0.592 -0.6 0.2 -0.1 -0.001
C 3.511 0.110 0.120 0.4 0.0 0.2 -0.163
H -3.518 -3.551 -0.836 0.0 0.0 0.0 0.116
H -2.154 -1.538 -1.427 0.0 0.0 0.0 0.120
H -2.591 -5.165 0.825 0.0 0.0 0.0 0.129
H -0.688 -5.849 2.298 0.0 0.0 0.0 0.114
H 1.710 -5.539 2.860 0.0 0.0 0.0 0.111
H 2.983 -3.707 1.938 0.0 0.1 0.1 0.093
H 3.677 -2.121 2.644 0.0 -0.1 0.0 0.096
H 5.983 -1.373 2.654 0.0 0.0 0.0 0.112
H 6.819 0.244 0.978 0.0 0.0 0.0 0.115
H 6.228 1.902 -0.838 0.0 0.0 0.0 0.126
H 4.455 2.993 -2.211 0.0 0.0 0.0 0.111
H 2.080 2.266 -1.881 0.0 0.0 0.0 0.116
C -4.599 4.760 -1.148 -0.2 0.0 0.1 -0.050
O -4.475 5.318 -2.447 0.0 -0.1 0.0 -0.056
C -3.341 5.261 -3.188 0.0 0.0 -0.1 -0.208
C -3.421 5.995 -4.375 -0.1 0.0 0.0 0.005
C -2.374 6.049 -5.268 0.0 0.0 0.0 -0.070
C -1.183 5.398 -4.973 0.0 0.0 0.0 -0.081
C -1.085 4.677 -3.801 0.0 0.1 0.1 -0.037
C -2.160 4.563 -2.911 0.0 -0.1 0.0 -0.153
N -2.026 3.771 -1.733 0.3 -0.1 0.0 0.145
C -1.469 2.528 -1.629 -0.5 0.0 -0.1 -0.363
N -1.301 1.870 -2.794 -0.2 0.4 -0.2 0.161
C -0.618 0.705 -3.135 0.2 -0.4 -0.2 -0.180
C 0.143 -0.096 -2.308 0.0 0.4 1.5 -0.198
C 0.804 -1.210 -2.820 0.1 -0.1 -0.2 -0.138
C 0.711 -1.522 -4.160 0.1 -0.1 0.1 -0.067
C -0.048 -0.726 -5.013 -0.1 0.0 -0.1 -0.010
C -0.715 0.370 -4.512 0.1 0.0 0.2 -0.216
O -1.490 1.216 -5.241 0.0 0.0 0.0 -0.096
C -1.592 0.999 -6.639 0.0 0.0 -0.1 -0.053
N -1.242 1.980 -0.463 0.7 -0.6 0.3 0.038
C -1.627 2.759 0.670 -0.2 0.0 0.0 -0.279
C -0.815 3.829 1.054 -0.1 -0.1 0.1 -0.078
C -1.136 4.647 2.119 0.1 0.1 0.0 -0.084
C -2.300 4.395 2.835 0.0 0.0 0.0 -0.069
C -3.123 3.356 2.458 -0.1 -0.1 0.0 0.005
C -2.826 2.533 1.367 0.1 0.2 -0.1 -0.224
O -3.814 1.646 1.088 0.1 -0.1 0.1 -0.062
C -3.749 0.686 0.044 -0.1 0.1 -0.1 -0.062
H -5.613 4.998 -0.839 0.0 0.0 0.0 0.103
H -3.909 5.222 -0.435 0.0 0.0 0.0 0.098
H -4.477 3.676 -1.144 0.0 0.1 0.0 0.085
H -4.349 6.518 -4.562 0.0 0.0 0.0 0.127
H -2.482 6.605 -6.189 0.0 0.0 0.0 0.110
H -0.335 5.463 -5.641 0.0 0.0 0.0 0.106
H -0.154 4.187 -3.549 0.0 0.0 0.0 0.117
H -2.176 4.226 -0.848 0.1 0.0 0.0 0.111
H -1.691 2.336 -3.602 0.0 0.0 0.0 0.128
H 1.388 -1.838 -2.156 0.0 0.0 0.0 0.097
H 1.219 -2.394 -4.548 0.0 0.0 0.0 0.111
H -0.106 -0.972 -6.064 0.0 0.0 0.0 0.110
H -2.189 1.823 -7.021 0.0 0.0 0.0 0.098
H -2.095 0.055 -6.859 0.0 0.0 0.0 0.101
H -0.609 1.011 -7.114 0.0 0.0 0.0 0.100
H 0.094 3.990 0.489 0.0 0.0 0.0 0.113
H -0.483 5.465 2.393 0.0 0.0 0.0 0.106
H -2.571 5.016 3.677 0.0 0.0 0.0 0.109
H -4.046 3.152 2.986 0.0 0.0 0.0 0.125
H -4.619 0.050 0.193 0.0 0.0 0.0 0.105
H -2.856 0.079 0.112 0.1 -0.1 0.1 0.039
H -3.813 1.156 -0.942 0.0 0.0 0.0 0.088
C 1.643 4.353 5.600 0.0 0.0 0.0 -0.021
C 1.828 3.865 4.199 0.0 0.0 -0.2 -0.326
C 2.608 4.539 3.259 -0.1 0.0 0.0 -0.011
C 2.706 3.974 2.003 0.0 0.0 0.0 -0.120
N 2.091 2.841 1.668 -0.1 0.0 -0.1 0.066
C 1.337 2.299 2.622 0.4 0.3 -0.2 -0.768
S 0.411 0.845 2.347 -0.5 -0.7 -0.7 0.775
N 1.189 2.748 3.863 0.0 -0.1 0.1 0.101
H 2.084 5.337 5.746 0.0 0.0 0.0 0.079
H 2.105 3.655 6.299 0.0 0.0 0.0 0.089
H 0.579 4.391 5.832 0.0 0.0 0.0 0.085
H 3.097 5.472 3.499 0.1 0.0 0.0 0.110
H 3.289 4.443 1.217 0.1 0.0 0.0 0.113
N -1.548 -2.715 5.084 0.1 0.0 -0.1 0.018
C -1.051 -1.755 4.097 -0.2 -0.1 -0.1 -0.158
C -2.036 -1.649 2.930 0.3 0.1 -0.1 -0.512
O -3.180 -2.276 3.127 -0.2 0.0 0.1 0.128
O -1.801 -1.049 1.904 -0.1 0.0 0.4 -0.013
H -1.358 -2.417 6.030 0.0 0.0 0.0 0.090
H -1.136 -3.630 4.951 0.0 0.0 0.0 0.087
H -3.109 -2.662 4.034 0.0 0.0 0.0 0.102
H -0.067 -1.997 3.689 0.0 0.0 0.0 0.111
H -0.981 -0.759 4.533 0.0 0.0 0.0 0.119
```
Forces are in eV/Å.

Density functional theory data (ωB97M-V/def2-TZVPD) for a cluster of 2 separate species, BrHNO2S in total.

Results
Charge: -1
Kohn-Sham gap (spin up / spin down): 6.477 / 5.037 eV
HOMO energy (spin up / spin down): -3.0668 / -2.1139 eV

Geometry as XYZ:
```
6
Properties=species:S:1:pos:R:3:forces:R:3:lowdin_charge:R:1
N -1.404 -0.874 -0.051 3.3 -1.2 3.3 -0.796
O 1.736 0.898 0.902 -0.4 0.0 -1.9 -0.553
O 2.034 -0.430 -1.179 -0.3 1.1 0.3 -0.540
S 1.368 0.699 -0.524 0.2 -1.5 1.8 0.755
Br -2.585 0.430 -0.176 -2.5 2.6 -0.6 0.228
H -1.148 -0.723 1.028 -0.2 -0.9 -2.8 -0.093
```
Forces are in eV/Å.

Density functional theory data (ωB97M-V/def2-TZVPD) for a structure of composition C7H10.

Results
Kohn-Sham gap (spin up / spin down): 7.951 / 7.512 eV
HOMO energy (spin up / spin down): -7.7936 / -7.6934 eV

Geometry as XYZ:
```
17
Properties=species:S:1:pos:R:3:forces:R:3:lowdin_charge:R:1
C -0.095 0.992 -1.229 0.0 0.0 -0.2 -0.116
C -0.972 0.422 -0.074 -0.1 0.0 -0.3 -0.293
C -0.739 -0.996 -0.200 0.2 -0.3 0.1 -0.070
C 0.729 -1.036 0.103 0.1 -0.2 -0.1 -0.195
C 0.679 -0.515 1.573 0.0 0.0 0.2 -0.095
C 0.236 0.787 0.915 0.0 0.2 0.3 -0.198
C 1.059 0.463 -0.355 0.2 0.1 -0.1 -0.177
H -0.275 0.582 -2.228 0.0 0.0 0.1 0.105
H -0.082 2.088 -1.251 0.0 -0.2 0.0 0.111
H -2.211 0.276 -0.668 -0.1 0.0 0.0 0.083
H -2.232 -0.427 -1.356 -0.1 0.2 0.1 0.128
H -1.446 -1.811 -0.239 0.1 0.1 0.0 0.088
H 1.323 -1.907 -0.177 -0.1 0.1 0.0 0.132
H 0.000 -1.018 2.271 0.1 0.1 -0.1 0.113
H 1.684 -0.448 2.002 -0.1 0.0 -0.1 0.115
H 0.241 1.769 1.392 0.0 -0.2 -0.1 0.135
H 2.100 0.779 -0.480 -0.2 -0.1 0.0 0.135
```
Forces are in eV/Å.

Density functional theory data (ωB97M-V/def2-TZVPD) for a cluster of 2 separate species, C7H10N5 in total.

Results
Charge: +1
Kohn-Sham gap (spin up / spin down): 7.076 / 7.079 eV
HOMO energy (spin up / spin down): -11.8245 / -11.8250 eV

Geometry as XYZ:
```
22
Properties=species:S:1:pos:R:3:forces:R:3:lowdin_charge:R:1
C -0.267 -2.816 0.192 0.8 -0.6 -0.5 -0.075
C 1.115 -2.881 0.155 0.7 1.9 -0.6 -0.014
C -0.879 -1.603 0.309 -0.7 0.3 0.3 -0.012
C 1.864 -1.686 0.197 -2.6 -1.9 0.2 0.023
C -0.208 -0.367 0.377 -0.1 -4.4 -0.3 -0.142
C 1.216 -0.475 0.311 -0.8 0.0 -0.5 -0.218
C 2.978 1.118 -0.188 0.5 1.0 -1.2 -0.256
N 3.844 1.732 -0.691 1.3 0.6 -0.2 0.246
N -0.852 0.797 0.670 -0.5 3.2 0.6 0.040
N 1.949 0.625 0.199 -0.7 1.9 1.1 0.139
N -2.931 2.438 -0.637 -2.8 -3.5 -1.4 0.131
N -1.997 1.370 0.834 4.2 0.2 1.2 0.178
H -0.818 -3.732 -0.006 -0.2 0.3 0.4 0.123
H 1.602 -3.780 -0.110 0.5 -0.9 0.2 0.107
H -1.934 -1.719 0.402 -0.8 0.7 0.0 0.110
H 2.889 -1.643 0.014 1.5 -0.2 0.0 0.108
H 4.450 2.456 -1.074 -0.7 -0.8 0.6 0.125
H -0.140 1.477 0.823 0.8 0.9 0.3 0.148
H -2.451 3.207 -0.433 2.1 4.0 1.1 0.016
H -3.932 2.546 -0.522 0.0 0.2 0.2 0.095
H -2.765 2.167 -1.574 0.2 -0.3 -1.2 0.070
H -2.730 0.769 0.751 -2.6 -2.6 -0.3 0.060
```
Forces are in eV/Å.

Density functional theory data (ωB97M-V/def2-TZVPD) for a cluster of 2 separate species, C4H11NO2 in total.

Results
SMILES: CCCC(N)=O.O
Kohn-Sham gap: 10.754 eV
HOMO energy: -10.0566 eV

Geometry as XYZ:
```
18
Properties=species:S:1:pos:R:3:forces:R:3:lowdin_charge:R:1
C -0.052 1.253 -1.854 0.1 -0.3 -0.7 -0.103
C 0.063 1.552 -0.371 -1.2 -0.3 1.3 -0.249
C 0.996 0.665 0.409 2.1 -1.4 0.4 -0.143
C 0.399 -0.467 1.215 -0.5 0.6 0.3 -0.551
N 0.762 -1.744 0.911 0.4 0.6 -0.6 0.162
O -0.370 -0.211 2.127 -0.2 -0.4 -0.1 0.039
H -0.368 0.240 -2.215 0.7 0.1 1.3 0.090
H 0.844 1.490 -2.427 0.0 0.2 0.0 0.070
H -0.911 1.750 -2.244 -0.4 1.2 -0.5 0.055
H 0.185 2.550 0.070 0.8 0.5 -1.6 0.119
H -0.936 1.478 0.039 -0.5 -0.9 0.2 0.104
H 1.775 0.211 -0.225 -0.3 0.3 -0.3 0.111
H 1.610 1.182 1.163 -0.4 0.3 -0.2 0.128
H 1.420 -1.912 0.162 -0.3 -0.1 0.2 0.109
H 0.230 -2.487 1.312 0.1 -0.4 0.3 0.101
H -2.005 -1.378 1.293 0.4 -0.1 -0.3 0.017
H -1.422 -2.202 0.079 0.2 0.3 0.1 0.003
O -2.218 -1.969 0.556 -0.8 -0.2 0.1 -0.063
```
Forces are in eV/Å.

Density functional theory data (ωB97M-V/def2-TZVPD) for a structure of composition H14O7.

Results
Kohn-Sham gap: 7.674 eV
HOMO energy: -8.3125 eV

Geometry as XYZ:
```
21
Properties=species:S:1:pos:R:3:forces:R:3:lowdin_charge:R:1
O 1.707 1.001 -1.169 2.7 1.4 -1.0 0.078
H 1.808 0.843 -2.108 0.3 0.0 -0.6 0.107
H 1.115 1.751 -1.114 0.5 1.1 -0.3 0.092
O -1.559 0.035 -1.819 -4.7 0.5 -5.9 -0.051
H -1.548 0.992 -1.802 -0.2 0.1 -0.2 0.008
H -0.947 -0.224 -1.130 -1.2 -0.6 -0.1 -0.199
O -0.161 0.064 -0.335 8.1 2.2 -4.3 -0.174
H 0.534 0.481 -0.843 0.3 -1.1 -0.1 -0.043
H -0.309 0.657 0.402 0.3 0.0 -1.5 -0.179
O -1.221 -1.308 0.580 -6.1 -3.0 3.4 -0.083
H -0.714 -2.035 0.218 -1.2 -0.5 1.0 -0.002
H -0.595 -0.587 0.646 -1.4 -3.6 1.7 -0.109
O 0.721 -2.210 -0.110 2.8 -2.5 -1.4 -0.042
H 1.672 -2.130 -0.184 0.2 -0.3 0.0 0.069
H 0.389 -1.343 -0.345 0.9 0.5 -0.4 -0.020
O 0.814 -0.423 1.640 2.2 0.3 2.2 -0.024
H 1.531 -0.405 2.273 0.2 -0.2 0.4 0.085
H 0.475 0.472 1.635 0.9 -0.1 1.2 0.029
O -0.906 1.257 1.130 -4.0 6.2 5.7 0.153
H -1.100 2.159 0.874 0.0 0.5 -0.1 0.149
H -1.705 0.953 1.561 -0.5 -0.9 0.2 0.158
```
Forces are in eV/Å.

Density functional theory data (ωB97M-V/def2-TZVPD) for the molecule C3H5NO.

Results
SMILES: C#CCNO
Kohn-Sham gap: 10.487 eV
HOMO energy: -9.4746 eV

Geometry as XYZ:
```
10
Properties=species:S:1:pos:R:3:forces:R:3:lowdin_charge:R:1
C 0.479 0.230 0.667 -0.2 1.3 -1.4 -0.226
N -0.792 -0.387 0.953 -0.7 -0.3 0.7 -0.130
O -0.964 -1.601 0.224 0.2 0.2 -0.3 -0.081
C 0.497 0.887 -0.711 0.6 -1.6 0.8 -0.107
C 0.577 1.080 -1.893 0.0 0.3 0.5 0.098
H -0.883 -2.303 0.882 -0.1 0.3 0.1 0.088
H -1.539 0.229 0.624 0.2 -0.4 0.1 0.117
H 1.274 -0.515 0.761 -0.1 0.2 -0.1 0.120
H 0.627 1.034 1.392 0.1 -0.3 0.2 0.108
H 0.724 1.346 -2.900 -0.1 0.1 -0.5 0.014
```
Forces are in eV/Å.

Density functional theory data (ωB97M-V/def2-TZVPD) for a structure of composition C5H14N3Pb.

Results
Charge: +1
Kohn-Sham gap: 7.887 eV
HOMO energy: -12.2310 eV

Geometry as XYZ:
```
23
Properties=species:S:1:pos:R:3:forces:R:3:lowdin_charge:R:1
C -2.188 -3.421 -1.436 -1.8 2.6 0.3 -0.269
Pb -1.798 -1.706 -0.133 0.8 0.9 -0.8 1.227
N -0.618 -0.889 -2.476 -0.2 1.5 2.6 -0.008
H -1.319 -1.480 1.617 -0.2 -0.1 -1.3 -0.046
H -2.883 -0.698 -1.128 0.0 0.2 1.0 -0.054
H -2.941 -3.667 -0.740 -1.1 -1.8 0.5 -0.046
H -1.500 -4.135 -1.685 1.7 -1.7 -0.3 -0.019
H -2.743 -2.971 -2.276 0.8 -0.1 0.2 0.025
H 0.340 -0.773 -2.141 -0.3 0.2 -0.5 0.015
H -1.113 0.017 -2.368 0.8 -0.7 -0.4 0.031
H -0.675 -1.181 -3.410 0.0 -0.6 -1.4 0.029
C 1.306 2.860 2.612 0.0 0.5 0.5 -0.026
N 1.357 1.911 1.506 0.6 -1.1 -1.2 -0.132
C 2.514 1.432 0.840 -1.8 0.0 0.1 -0.024
C 2.033 0.526 -0.090 0.2 0.8 1.1 -0.138
N 0.654 0.421 0.004 -0.1 -0.4 -0.3 -0.015
C 0.281 1.258 0.936 1.4 1.0 1.2 -0.202
H 1.912 2.496 3.479 -0.6 0.2 -0.8 0.106
H 1.690 3.865 2.303 -0.4 -0.9 0.2 0.106
H 0.241 2.956 2.923 0.8 0.0 -0.1 0.096
H 3.520 1.765 1.102 -0.6 -0.1 -0.2 0.127
H 2.636 -0.047 -0.770 -0.1 -0.1 -0.2 0.096
H -0.708 1.459 1.330 0.0 -0.2 -0.3 0.122
```
Forces are in eV/Å.

Number 1: maximum force 1.6 eV/Å. Number 2: maximum force 4.8 eV/Å. Number 3: maximum force 0.4 eV/Å. Number 4: maximum force 4.7 eV/Å. Number 5: maximum force 2.5 eV/Å. Number 6: maximum force 9.4 eV/Å. Number 7: maximum force 1.9 eV/Å. Number 8: maximum force 3.2 eV/Å.